Arrangement a

18
Properties=species:S:1:pos:R:3 method="wB97M-V/def2-TZVPD" orbital_gap_ev=8.936 lumo_ev=0.6 total_charge=0 homo_ha=-0.3050
C -0.157 -1.904 1.514
C 0.403 0.011 0.284
C 0.180 0.866 1.393
C -0.180 1.394 -0.006
C -0.269 0.315 -1.929
C 1.000 -0.005 -1.079
H -0.709 -1.583 2.676
H -0.621 -3.010 0.918
H 1.262 -2.031 1.787
H 0.900 1.577 1.600
H -0.712 0.563 2.017
H 0.534 2.096 -0.370
H -1.503 1.970 -1.375
H -0.707 -0.573 -2.259
H 0.086 0.684 -2.930
N -1.133 1.033 -1.025
O -0.466 -1.069 0.265
O 2.092 -0.331 -1.481



Arrangement b

18
Properties=species:S:1:pos:R:3 method="wB97M-V/def2-TZVPD" orbital_gap_ev=10.910 lumo_ev=0.9 total_charge=0 homo_ha=-0.3684
C -3.139 -0.290 -0.200
C -1.774 0.477 -0.025
C -0.379 -1.496 0.163
C 0.543 -0.289 0.394
C 1.795 -0.350 -0.223
C 2.547 0.914 -0.486
H -3.801 0.504 -0.021
H -3.296 -1.171 0.560
H -3.340 -0.551 -1.201
H -0.950 -1.800 1.011
H -0.145 -2.347 -0.632
H 0.652 0.127 1.514
H 1.879 -1.013 -1.029
H 2.151 1.722 0.068
H 3.197 1.344 -1.136
N -0.644 -0.279 -0.442
O -1.714 1.598 0.340
O 3.039 -0.180 0.437



Arrangement c

18
Properties=species:S:1:pos:R:3 method="wB97M-V/def2-TZVPD" orbital_gap_ev="7.050 / 7.745" lumo_ev="-0.9 / -0.8" total_charge=0 homo_ha="-0.2917 / -0.3122"
C -0.031 -1.316 -0.238
C -0.854 -1.917 0.896
C -0.677 1.209 0.266
C 0.643 0.014 0.167
C 0.950 0.960 -0.860
C 1.572 1.765 -1.658
O -1.702 0.943 -0.581
N 1.560 0.056 1.156
O -0.751 1.963 1.191
H -2.462 1.478 -0.297
H 1.102 0.019 2.068
H -0.642 -1.164 -1.128
H 0.794 -1.983 -0.499
H 2.637 1.640 -1.841
H 1.058 2.561 -2.185
H -1.245 -2.892 0.602
H -1.705 -1.282 1.150
H -0.246 -2.052 1.791



Which one is most stable, and which one is least stable? arrangement b is the most stable of them, while arrangement a is the least stable.